The following is a quantum chemistry calculation of a 3-piece molecular cluster, C31H55N3O8S overall in a non-equilibrium geometry, from the OMol25 dataset.

Cartesian coordinates (Å):
N (2.507, 4.402, -5.554)
O (2.197, 1.238, -1.847)
H (0.405, -0.026, 2.049)
O (0.569, -2.679, 2.412)
H (-4.536, -4.639, 0.422)
H (-2.407, 1.611, 7.750)
H (-6.344, -3.578, -0.809)
C (1.218, 0.087, 1.183)
C (4.365, 6.103, -3.537)
O (-3.032, 0.096, 4.796)
H (5.141, 2.717, -6.908)
H (-4.124, -5.444, -1.814)
H (4.886, 6.516, -2.669)
H (0.620, 3.803, 5.295)
C (1.890, -7.435, 0.028)
H (5.228, 2.198, -3.013)
H (-0.826, -3.036, 4.042)
H (2.336, 7.856, -5.416)
H (-1.577, -1.156, 1.615)
C (-3.887, 0.323, 5.916)
H (-3.084, -3.794, 2.060)
H (-1.125, 3.937, 5.051)
H (1.521, 5.934, -6.582)
H (2.294, 0.094, 1.655)
C (-1.550, 3.566, 7.775)
H (-1.829, 4.618, 7.647)
O (5.092, 2.990, -4.894)
C (1.725, -7.814, -1.571)
O (3.297, 6.980, -3.874)
C (-0.325, 4.056, 5.785)
H (3.269, 4.142, -7.492)
H (5.087, 5.992, -4.350)
H (-4.853, 2.042, 5.060)
H (3.601, 2.713, -3.470)
H (-4.757, -0.323, 5.755)
H (0.859, -7.181, 0.531)
C (1.320, 0.315, -2.263)
N (-3.121, -2.782, 1.787)
O (-0.503, 3.167, 6.881)
H (0.137, -5.098, 0.503)
C (-2.770, 2.636, 7.641)
C (-4.416, 1.769, 6.029)
H (4.292, 1.210, -4.153)
C (-0.798, -3.036, 2.851)
O (1.322, -3.182, -4.846)
C (-3.185, -2.699, 0.275)
H (-0.721, -5.865, -1.987)
H (-5.037, -3.941, -2.527)
C (0.236, -0.793, -4.500)
H (-1.347, 0.365, 6.016)
H (-3.470, 2.838, 8.461)
H (-2.174, -2.975, -0.250)
O (-5.720, -2.944, -0.338)
H (2.805, 4.209, -4.598)
C (1.956, 5.760, -5.591)
H (-0.970, -4.156, 2.491)
H (3.770, 6.989, -5.906)
S (1.727, -6.316, -2.714)
H (-1.148, 3.456, 8.788)
H (-2.765, 2.871, 5.615)
H (2.286, -8.418, 0.573)
H (-1.048, -0.091, 4.330)
H (4.365, 4.997, -6.392)
H (0.703, -8.417, -1.662)
H (-0.275, 5.097, 6.117)
C (0.384, -4.055, 0.033)
C (0.773, -2.501, -2.341)
C (-1.966, -1.993, 2.364)
C (0.443, 0.467, -3.679)
H (2.640, -8.537, -1.822)
C (-4.151, -4.255, -1.801)
C (-1.685, 0.507, 4.987)
C (0.170, -5.291, -2.526)
H (-3.155, -3.863, -2.298)
C (4.510, 2.234, -3.838)
C (2.900, 6.932, -5.243)
C (0.822, -2.277, -3.998)
C (0.649, -2.691, 0.928)
H (-1.570, 1.547, 4.681)
H (-5.233, 1.794, 6.760)
C (4.383, 2.878, -6.134)
H (-3.469, -1.606, -0.097)
H (3.966, 5.134, -3.238)
H (-0.381, -0.798, -5.517)
H (1.125, 5.776, -4.876)
H (-0.280, -4.905, -3.551)
C (-4.416, -3.685, -0.281)
H (-2.357, -1.388, 3.316)
N (-3.458, 2.827, 6.363)
H (1.004, 1.074, 0.587)
H (2.664, -6.574, 0.228)
C (0.458, -3.931, -1.605)
H (3.709, 2.013, -6.152)
H (-3.422, -0.034, 6.842)
C (3.637, 4.185, -6.459)
H (-0.014, 1.493, -4.044)
C (0.976, -1.239, 0.194)
C (1.042, -1.116, -1.442)

Results
LUMO in eV: -1.72
SMILES: CCSCc1cc(OCCNC[C@H](C)O)c(C)c2c1C(=O)C=CC2=O.COCCNCCOC.COCCNCCOC
Spin multiplicity: 1
Kohn-Sham gap in Eh: 0.251
M in u: 629.9



The following is a quantum chemistry calculation of a single C31H55N3OS molecule in a non-equilibrium geometry, from the OMol25 dataset.

Cartesian coordinates (Å):
H (1.687, 3.917, 6.499)
H (-0.887, -3.149, -6.541)
C (-3.366, 3.660, -1.273)
C (2.798, 1.693, 1.266)
H (-4.791, -1.758, -4.087)
H (-3.584, -4.407, -4.889)
H (0.361, -2.363, -1.935)
H (1.515, -0.756, 7.546)
H (1.500, 3.279, 3.187)
C (2.901, 3.222, 4.855)
C (-2.922, -0.621, -3.923)
C (-1.666, -2.557, -6.055)
C (1.733, -1.656, -4.921)
H (0.846, 0.188, -5.662)
C (-1.375, -0.976, -1.873)
H (-1.352, -1.517, -6.046)
H (3.113, 3.823, 2.762)
H (-2.005, -5.174, -5.337)
H (2.688, -0.749, -1.209)
C (0.350, 1.670, 7.441)
H (1.756, -0.199, 0.993)
C (0.576, -1.245, 7.361)
C (-1.031, -2.785, 7.092)
C (-3.677, 2.295, -1.923)
H (3.813, 0.600, -1.071)
H (3.328, 4.218, 4.988)
H (-1.979, -1.693, -1.321)
C (-1.870, -3.142, -4.683)
C (-2.527, -4.499, -4.654)
C (0.656, -0.551, -3.110)
H (-3.861, -2.151, -2.655)
H (-4.747, 2.244, -2.121)
C (2.799, 0.269, -0.834)
H (1.554, -3.236, -6.367)
H (0.831, 1.642, -3.358)
H (-2.389, -4.902, -3.652)
C (-1.587, -1.537, 6.888)
H (2.181, 2.193, -1.477)
C (1.538, -0.590, -5.975)
H (0.489, -1.011, -0.891)
H (0.785, 3.248, 5.160)
O (-0.497, -0.409, -3.923)
C (2.088, -3.029, -5.442)
H (0.703, 1.293, 8.398)
C (1.739, 1.195, -1.461)
C (2.696, 0.277, 0.705)
H (-1.039, 0.447, -0.346)
N (-0.591, -0.610, 7.050)
H (1.926, 2.301, 1.018)
H (-2.490, 3.567, -0.638)
H (-2.993, -0.711, -5.006)
H (3.149, -3.026, -5.721)
H (-2.561, -2.670, -6.670)
H (2.450, 1.562, 7.041)
S (-3.287, 0.887, -0.864)
H (1.908, -3.787, -4.689)
H (0.882, 1.215, -0.792)
C (2.878, 1.689, 2.800)
C (-1.603, -1.156, -3.409)
H (1.101, -3.353, 7.574)
H (-0.817, 1.020, 5.808)
C (2.562, 3.087, 3.351)
H (-2.611, -1.302, 6.657)
H (-2.995, 0.437, -3.690)
C (1.547, 1.737, 6.450)
N (-1.498, -2.623, -3.583)
C (0.345, -2.612, 7.380)
H (-1.754, 1.130, 7.290)
H (-4.769, -0.663, -2.731)
H (2.329, 0.750, -3.424)
C (-4.146, -1.334, -3.315)
H (2.116, 1.000, 3.177)
H (3.546, -0.287, 1.095)
C (1.675, 3.097, 5.780)
C (-0.790, 0.824, 6.886)
H (-3.156, 2.262, -2.879)
N (1.686, -1.481, -3.661)
H (1.130, -1.025, -6.887)
H (-3.211, 4.420, -2.039)
H (1.457, 0.953, 5.696)
H (-0.014, 2.692, 7.541)
H (-1.535, -3.737, 7.050)
C (1.377, 0.815, -2.896)
H (-1.148, 1.210, -1.912)
C (-1.580, 0.425, -1.292)
H (3.856, 1.347, 3.141)
H (2.504, -0.124, -6.174)
C (0.124, -1.307, -1.876)
H (3.681, 2.190, 0.855)
H (-4.229, 3.990, -0.695)
H (3.678, 2.492, 5.083)

Results
LUMO in eV: 0.60
Spin multiplicity: 1
Kohn-Sham gap in Eh: 0.316
M in u: 517.9
Relative energy (zero: lowest compared OMol25 entry of this formula, charge and spin) in kcal per mole: 0.0



The following is a quantum chemistry calculation of a 4-piece molecular cluster, C31H55N4O3S overall in a non-equilibrium geometry, from the OMol25 dataset.

Cartesian coordinates (Å):
H (-2.369, -5.353, -5.670)
C (-1.559, 3.648, 2.524)
H (-2.454, -7.784, -3.478)
C (-2.330, 4.987, 2.997)
C (-3.924, 4.832, 2.960)
H (-1.938, 3.089, -4.421)
C (1.374, -3.373, -2.044)
C (-0.585, -2.052, -1.130)
H (-5.610, 6.324, 2.899)
H (-2.382, 0.504, -1.506)
C (-4.686, 6.149, 3.554)
C (1.471, -3.086, 1.857)
H (-1.907, -5.489, -2.497)
C (6.640, 1.948, 2.061)
H (-1.943, 5.876, 2.381)
H (6.361, 0.907, 1.891)
H (-0.572, 4.897, 0.188)
C (-2.551, -5.762, -4.606)
H (1.155, -0.907, 0.622)
H (-1.797, 2.806, 3.281)
O (-1.350, -5.299, 0.983)
H (-3.324, 2.137, -3.694)
C (-2.120, -7.324, -4.483)
H (-1.578, 0.512, -4.543)
H (1.691, -5.505, 1.636)
O (-1.503, -3.216, 1.912)
H (-1.996, 5.195, 4.079)
H (-0.107, 4.031, -2.043)
N (4.458, 3.502, 2.005)
H (-1.386, -2.005, -0.311)
C (0.688, -3.799, 0.610)
C (4.881, -2.141, 4.592)
H (0.543, -0.481, -2.358)
H (2.955, -1.619, 1.690)
H (-4.336, 4.690, 1.889)
H (0.850, 8.393, 2.739)
C (-0.685, 3.749, 0.089)
H (1.251, 6.708, 3.137)
H (5.005, -1.787, 5.617)
C (0.763, -2.822, -0.670)
C (5.419, 2.817, 2.029)
H (1.213, -2.541, -2.831)
H (2.499, -3.615, -1.939)
H (-2.373, -3.883, -3.248)
N (-1.513, 7.346, 4.656)
C (-2.211, 2.414, -3.522)
H (7.130, 2.030, 3.032)
H (1.508, -5.423, -2.965)
N (6.831, -1.146, 3.042)
C (-1.888, 3.210, 1.003)
H (-0.152, 0.146, -0.703)
C (5.975, -1.584, 3.726)
H (-3.680, -5.712, -4.356)
C (-1.828, -4.862, -3.465)
C (-1.391, 1.036, -3.543)
C (-0.449, 7.485, 4.166)
H (0.890, -6.053, 0.076)
N (2.545, -2.361, 1.085)
H (-4.948, 5.964, 4.659)
H (-2.472, 4.283, -2.335)
H (1.616, 8.006, 4.295)
H (-0.209, -3.444, -4.350)
H (-4.258, 3.940, 3.599)
H (0.288, 3.323, 0.552)
C (1.736, -1.681, -0.012)
H (-2.226, -0.875, -2.735)
H (-0.269, 1.324, -3.514)
C (-0.711, 3.248, -1.437)
C (-0.330, -0.537, -1.620)
C (1.495, -5.211, 0.548)
H (4.918, -3.231, 4.583)
H (-1.005, -7.487, -4.672)
H (-4.039, 7.087, 3.462)
H (-2.711, -7.884, -5.306)
H (-1.052, -2.606, -2.014)
C (0.672, -4.706, -2.606)
H (3.908, -1.818, 4.216)
H (2.475, -5.128, -0.038)
H (4.256, -1.555, -0.731)
S (3.057, -0.942, -1.128)
H (-2.981, 2.736, -1.455)
H (-2.876, 3.674, 0.659)
H (-0.114, 2.279, -1.498)
C (-0.312, -4.485, -3.860)
H (-2.031, 2.073, 0.965)
H (7.338, 2.261, 1.283)
C (0.904, 7.659, 3.544)
C (-1.688, 0.056, -2.305)
H (0.116, -5.297, -1.783)
O (1.222, -3.115, 3.096)
C (-2.166, 3.193, -2.108)
C (-0.781, -4.166, 1.191)
H (-0.431, 3.906, 2.567)
H (-0.007, -5.234, -4.691)

Results
LUMO in eV: 2.09
Spin multiplicity: 1
Total charge: -1
Kohn-Sham gap in Eh: 0.233
M in u: 563.9



The following is a quantum chemistry calculation of C31H56BrCuN6O2Si as an isolated structure in a non-equilibrium geometry, from the OMol25 dataset.

Cartesian coordinates (Å):
H (3.060, -5.300, 0.033)
H (-6.411, 1.053, -1.705)
H (-6.523, -3.379, 0.990)
H (5.420, -5.456, 0.032)
H (-5.376, 2.419, -0.621)
C (5.046, 0.645, 0.903)
H (-4.243, 2.017, 2.843)
H (4.727, 0.820, -2.560)
Cu (1.454, 0.683, -0.761)
H (4.972, 3.233, 1.777)
H (-0.049, -3.851, -1.042)
H (-6.466, -2.600, -0.587)
H (7.131, 1.488, -2.337)
C (5.901, 3.074, -1.550)
H (-3.853, 0.295, 2.832)
N (-0.622, 3.938, 1.572)
C (1.999, -2.141, -0.427)
N (3.167, -0.095, -0.559)
H (-3.440, -1.947, 2.438)
C (1.918, -3.503, -0.254)
C (4.313, 0.812, -0.447)
N (-0.265, 2.486, -0.839)
N (0.403, 2.156, 2.591)
H (0.721, 0.291, 3.164)
H (6.726, 3.786, -1.464)
H (0.671, -5.261, -0.251)
C (-0.023, 2.750, 1.486)
H (6.732, 1.484, 1.936)
C (6.439, 1.643, -1.505)
H (-2.844, 1.427, 1.935)
H (-3.666, 2.534, -0.198)
H (-6.433, 0.123, -3.199)
H (-6.890, -1.660, 0.852)
H (-6.850, -0.660, -1.674)
H (3.248, 2.410, -1.442)
H (-5.142, -2.412, -2.368)
H (-4.639, -1.481, -3.773)
H (6.284, -4.206, -0.873)
H (-1.046, 4.308, 0.736)
C (-3.870, 1.196, 2.221)
H (-2.774, 0.529, -2.577)
H (8.015, 2.100, -0.099)
C (-3.836, 0.763, -2.651)
C (-4.462, -1.627, -2.703)
H (4.505, 4.280, -0.426)
O (-1.055, 3.404, -0.986)
H (4.325, 0.827, 1.707)
C (4.927, 3.273, -0.387)
H (5.422, -0.369, 1.026)
C (-4.769, 1.059, 0.983)
H (5.395, 3.261, -2.501)
C (0.573, -4.178, -0.209)
H (-4.243, -4.253, 0.636)
C (-4.706, -0.303, -1.967)
C (-4.490, -2.149, 2.219)
C (4.351, -3.596, -0.163)
H (6.156, -4.093, 0.879)
C (6.205, 1.641, 0.991)
H (-2.871, -3.202, 0.297)
N (1.210, 1.006, 2.637)
H (-0.778, 4.393, 2.455)
N (0.246, 2.110, 0.331)
H (-4.091, 0.798, -3.714)
H (1.082, -1.565, -0.543)
H (-3.433, -1.973, -2.583)
H (-3.996, 1.760, -2.245)
C (3.240, -1.441, -0.442)
C (5.658, 3.068, 0.941)
C (-6.247, -2.456, 0.473)
H (-4.108, -3.475, -0.936)
H (1.345, 0.668, 1.692)
H (7.569, 0.394, -0.141)
C (4.416, -2.226, -0.329)
O (0.152, 1.803, -1.793)
H (-6.536, 1.827, 1.969)
H (-5.109, -1.420, 2.743)
C (-3.940, -3.332, 0.129)
C (5.286, 0.645, -1.636)
Si (-4.289, -0.475, -0.099)
H (6.474, 3.789, 1.029)
H (-4.730, -3.132, 2.633)
C (-6.187, 0.076, -2.134)
H (0.314, 2.631, 3.473)
H (0.053, -3.911, 0.713)
C (5.622, -4.388, -0.026)
Br (-1.990, -0.549, -0.020)
H (-4.891, 3.207, 0.874)
H (5.395, -1.779, -0.388)
H (-6.908, 0.773, 0.604)
H (5.680, -0.369, -1.682)
C (7.169, 1.412, -0.178)
C (-4.756, -2.164, 0.707)
C (-4.663, 2.372, 0.202)
H (-6.358, 0.083, 2.139)
C (-6.228, 0.916, 1.448)
C (3.785, 2.258, -0.497)
H (3.087, 2.409, 0.334)
C (3.105, -4.227, -0.110)

Results
LUMO (spin up / spin down) in eV: -3.00 / -4.29
Spin multiplicity: 2
Total charge: +1
Kohn-Sham gap (spin up / spin down) in Eh: 0.287 / 0.269
M in u: 716.4
Relative energy (zero: lowest compared OMol25 entry of this formula, charge and spin) in kcal per mole: 11.9
Expectation value of S²: 0.792



Q: Among the records above, which one has the highest M?
A: C31H56BrCuN6O2Si



Q: What is the spin multiplicity in the third record?
A: 1



Q: What is the spin multiplicity in the first record?
A: 1